Entry 1:
C18H24N4O2S3 in the gas phase in a non-equilibrium geometry. Source: OMol25; level of theory: wB97M-V/def2-TZVPD.

Last column: Mulliken charge in e.
Element x y z (Å)
H  -3.137  -1.807  -1.889  0.475
O  -3.818  -1.651  0.461  -0.680
N  2.248  0.527  -1.943  -0.480
C  1.239  -2.263  0.130  0.254
H  -6.214  1.438  2.604  0.354
H  3.994  -1.083  -0.730  0.520
C  5.196  1.320  0.221  -0.968
S  -1.199  -2.521  0.086  0.153
C  3.240  -0.022  1.012  0.804
N  3.962  1.110  0.945  0.089
H  2.333  2.775  -0.404  0.253
O  2.168  -0.085  1.585  -0.663
H  -6.491  0.606  1.069  0.297
H  4.815  -1.500  0.797  0.541
H  5.636  0.371  -0.079  0.417
H  -6.842  3.034  0.761  0.330
S  2.850  -2.744  0.592  -0.235
H  -5.842  1.801  -1.132  0.276
H  4.246  1.700  -1.669  0.224
C  -3.154  -0.749  -1.624  -1.124
C  4.337  3.535  -0.556  -0.803
S  -1.463  -0.093  -1.810  -0.091
H  -4.425  -0.260  2.102  0.425
H  -3.174  2.525  0.173  0.184
C  -3.814  1.851  -0.408  -0.634
H  -5.140  3.422  -1.052  0.365
C  -3.666  -0.633  -0.194  0.979
C  3.858  -1.247  0.338  -0.984
H  -3.766  1.392  2.212  0.351
H  4.111  4.152  -1.426  0.361
H  4.084  2.832  2.103  0.354
H  2.467  2.095  1.972  0.418
H  -3.768  -0.202  -2.338  0.524
H  5.883  2.370  -1.531  0.369
C  -5.211  2.464  -0.536  -0.636
H  5.053  4.078  0.067  0.332
H  2.634  4.199  0.608  0.356
N  0.269  -3.013  0.580  -0.630
C  4.944  2.207  -1.001  -0.354
C  1.618  -0.254  -1.382  -0.088
C  3.374  2.348  1.423  -0.914
C  3.064  3.266  0.241  -0.473
H  -3.359  1.724  -1.388  0.405
C  -4.425  0.729  1.642  -0.915
H  -5.237  3.370  1.415  0.305
C  -5.837  1.309  1.589  -0.585
N  -3.894  0.594  0.298  0.040
C  -0.558  -1.214  -0.841  0.765
C  0.827  -1.197  -0.726  0.040
C  -5.826  2.645  0.849  -0.676
H  5.897  1.823  0.899  0.376

Results
Gap between HOMO and LUMO, eV: 8.70
Structure (SMILES): N#Cc1c(SCC(=O)N2CCCCC2)nsc1SCC(=O)N1CCCCC1
LUMO energy, eV: 0.41

Entry 2:
C18H24N4O3 in the gas phase in a non-equilibrium geometry. Source: OMol25; level of theory: wB97M-V/def2-TZVPD.

Last column: Mulliken charge in e.
Element x y z (Å)
H  1.400  -3.396  3.954  0.343
H  1.433  -5.779  2.874  0.314
O  2.255  -1.272  0.611  -0.309
H  0.320  -1.776  0.041  0.336
H  -2.929  -0.002  -2.240  0.595
H  1.464  -1.269  2.616  0.315
H  2.952  -3.706  1.431  0.227
C  -2.558  0.805  -1.679  -0.700
H  3.215  -5.670  2.951  0.334
H  3.176  -3.451  3.887  0.272
N  -0.287  -0.116  -2.007  0.158
C  0.977  -0.913  0.087  -0.884
C  -1.779  4.404  1.596  -0.494
C  1.937  -1.266  -2.260  -1.140
C  1.055  -0.324  -1.366  0.505
C  -3.117  4.637  1.192  -0.279
H  -1.213  0.252  -3.904  0.584
C  2.291  -5.323  3.410  -1.299
H  3.229  -1.501  2.438  0.346
C  0.916  -0.007  -4.177  -0.755
H  2.908  -1.462  -1.771  0.417
C  -2.834  2.758  -0.369  1.171
H  -4.654  3.863  -0.112  0.469
N  -3.907  5.624  1.740  0.901
H  0.052  3.363  1.297  0.492
H  1.552  0.610  -1.253  0.187
C  -1.169  0.811  -1.415  0.281
C  -1.469  2.658  -0.043  -0.126
C  -3.617  3.799  0.174  -0.416
C  -0.425  -0.383  -3.479  -0.836
H  2.268  -5.725  4.407  0.391
H  -4.416  1.773  -1.297  0.491
H  2.848  -0.014  -3.610  0.314
H  0.503  -0.147  0.698  0.463
O  -3.364  6.533  2.355  -0.569
C  2.105  -3.290  1.993  -0.324
C  2.256  -1.761  1.994  -0.678
H  1.030  1.064  -4.023  0.344
H  -1.343  5.025  2.372  0.419
H  1.437  -2.238  -2.365  0.283
C  -0.968  3.461  0.972  -0.626
H  0.873  -0.207  -5.256  0.382
N  2.100  -0.674  -3.616  -0.375
N  -0.668  1.712  -0.571  -0.305
C  2.243  -3.785  3.396  -0.356
H  -0.728  -1.432  -3.607  0.319
H  1.183  -3.623  1.537  0.283
O  -5.155  5.582  1.574  -0.584
C  -3.377  1.775  -1.174  -0.884

Results
Gap between HOMO and LUMO, eV: 7.64
Structure (SMILES): CCCCOC[C@H]1CNCCN1c1ccc2cc([N+](=O)[O-])ccc2n1
LUMO energy, eV: -0.86

Entry 3:
A molecular structure, C18H24N5PdSSe. Source: OMol25; level of theory: wB97M-V/def2-TZVPD.

Last column: Mulliken charge in e.
Element x y z (Å)
C  -2.184  1.270  2.115  -0.887
C  0.714  -1.917  0.197  -1.507
C  3.657  -0.684  -2.641  -0.543
C  3.072  2.168  1.225  0.824
Se  2.614  1.283  3.508  0.282
H  4.387  -0.333  -3.358  0.442
H  -4.020  -1.607  -1.508  0.413
H  -1.709  -2.837  1.291  0.383
H  4.478  3.380  0.089  0.477
C  2.433  -1.178  -3.073  -0.709
H  -3.100  2.818  0.952  0.539
Pd  -0.458  -0.282  -0.115  0.495
H  -4.139  -0.689  -0.033  0.314
H  -3.912  1.283  0.776  0.363
C  3.956  -0.684  -1.283  -0.610
H  -2.784  -1.662  3.087  0.442
C  -3.465  -0.930  -0.853  -0.837
H  0.096  -2.772  -0.082  0.808
H  -2.842  1.476  2.972  0.357
N  1.431  0.850  2.259  -0.268
H  3.266  -1.146  0.692  0.468
C  1.771  -1.602  -0.780  0.622
N  -2.280  -1.607  -0.286  -0.015
H  -1.002  -0.269  2.725  0.244
C  2.854  2.637  -1.095  -0.877
N  -1.751  -0.117  2.065  0.140
H  3.168  3.081  -2.028  0.450
N  3.643  2.212  2.412  -0.779
C  1.505  -1.643  -2.155  -0.317
H  -4.053  0.861  -1.896  0.473
H  -1.975  -2.334  -0.922  0.292
C  -2.772  -1.149  2.122  -0.966
S  -2.044  1.477  -0.712  -0.207
H  4.923  -0.335  -0.943  0.458
H  1.061  -1.978  1.226  0.274
C  3.567  2.801  0.045  -0.479
C  -3.136  0.342  -1.614  -0.700
N  1.170  1.259  -0.037  0.556
C  -2.930  1.745  0.866  -0.621
C  1.661  1.848  -1.089  -0.406
H  -3.447  -2.853  0.985  0.415
C  1.856  1.405  1.143  0.055
H  -3.756  -0.687  2.018  0.363
H  1.114  1.714  -2.016  0.438
H  -1.286  1.877  2.246  0.334
H  0.560  -2.048  -2.502  0.346
C  3.027  -1.141  -0.366  -0.472
C  -2.562  -2.210  1.031  -0.700
H  -2.585  0.123  -2.530  0.399
H  2.208  -1.215  -4.131  0.434

Results
Gap between HOMO and LUMO (spin up / spin down), eV: 6.32 / 6.32
LUMO energy (spin up / spin down), eV: -3.94 / -3.94
Total charge: +1

Entry 4:
A molecular structure, C18H24N6O5ReS2Se3 in a non-equilibrium geometry. Source: OMol25; level of theory: wB97M-V/def2-TZVPD.

Last column: Löwdin spin population.
Element x y z (Å)
C  -0.096  -3.032  1.764  0.000
C  -1.873  -4.604  -1.096  -0.003
H  3.655  -2.614  -2.351  0.000
H  0.275  3.176  -2.096  0.000
H  -0.509  -1.012  1.769  0.003
S  1.892  0.597  2.025  0.000
H  -0.148  -3.328  2.810  0.000
H  -1.863  -1.961  1.880  0.004
N  0.834  -1.556  -0.917  0.015
O  3.128  -0.109  2.259  0.000
S  3.306  -1.055  -0.464  0.001
C  -3.226  -3.940  -0.890  0.003
N  1.079  -0.048  0.809  0.006
Se  -0.923  1.048  -1.578  0.002
O  -0.507  -5.331  1.216  -0.004
H  -3.390  1.944  1.143  0.000
H  -4.984  -0.106  1.645  0.000
H  -1.862  -5.618  -0.704  0.000
H  -3.454  2.404  -0.570  0.000
C  1.623  -0.821  -0.101  0.010
C  -0.510  -4.176  0.871  -0.001
C  -2.988  1.736  0.151  0.000
C  2.309  2.219  1.521  0.000
Re  -1.208  -1.871  -0.735  0.822
H  4.813  3.939  0.033  0.000
C  1.573  -2.294  -1.840  0.003
H  1.076  1.780  -2.857  0.000
H  0.409  3.038  2.075  0.000
H  4.298  1.696  0.923  0.000
H  3.982  6.140  -0.535  0.000
H  2.442  6.678  -0.065  0.000
H  -4.338  -1.728  1.287  0.000
H  0.934  -2.752  1.534  0.000
C  -1.497  -1.895  -3.885  0.029
N  -0.937  -3.734  -0.391  -0.018
H  0.915  5.289  1.196  0.000
N  -0.954  -1.872  1.435  0.010
O  -3.090  -2.638  -0.598  0.044
O  -4.286  -4.493  -0.979  0.012
C  1.648  4.495  1.115  0.000
C  3.839  3.738  0.463  0.000
C  2.892  4.762  0.529  0.000
H  1.340  2.105  -1.126  0.000
H  -1.031  1.241  0.914  0.000
C  -4.094  -0.675  1.390  -0.001
C  1.360  3.237  1.600  0.000
C  2.898  -2.142  -1.750  0.004
C  0.623  2.157  -1.944  0.001
N  -1.364  -1.935  -2.721  0.002
H  -3.331  -0.515  2.150  0.000
H  1.044  -2.909  -2.550  0.000
H  -1.651  -4.618  -2.164  -0.001
Se  -3.484  -0.090  -0.353  -0.007
N  3.193  6.026  0.075  0.000
O  0.914  0.720  3.081  0.000
H  -1.090  2.845  0.165  0.000
C  3.551  2.478  0.954  0.000
C  -1.479  1.828  0.112  0.000
Se  -1.672  -1.841  -5.631  0.064

Results
Gap between HOMO and LUMO (spin up / spin down), eV: 6.09 / 6.34
2S+1: 2
LUMO energy (spin up / spin down), eV: -1.65 / -1.29

In order of appearance, energy above the lowest of the compared OMol25 structures with the same formula, charge and spin = 0.280; 6.919; 0.295; 0.249 eV.